Entry 1:
# C5H10O

An isolated molecule of C5H10O (ωB97M-V with the def2-TZVPD basis set, the OMol25 dataset).

Last column: Löwdin charge in e.
Atoms and positions in Å:
C -1.024 0.846 -1.131  -0.10
C 0.213 1.096 -0.275  -0.23
C 0.585 -0.107 0.606  -0.36
C 0.960 -1.353 -0.189  -0.07
C -0.528 -0.392 1.580  -0.27
O -1.008 -1.465 1.810  0.07
H -0.843 0.062 -1.860  0.07
H -1.867 0.551 -0.510  0.08
H -1.294 1.752 -1.670  0.07
H 0.034 1.960 0.370  0.11
H 1.060 1.335 -0.921  0.11
H 1.443 0.195 1.223  0.15
H 1.739 -1.124 -0.913  0.08
H 0.093 -1.747 -0.712  0.08
H 1.322 -2.126 0.483  0.08
H -0.885 0.518 2.109  0.13

Properties
LUMO level in eV: 0.97
Maximum force in eV/Å: 0.55
E_tot in a.u.: -271.74104
HOMO-LUMO gap in eV: 10.72

=====

Entry 2:
# C5H10O

A structure of composition C5H10O in a non-equilibrium geometry (ωB97M-V with the def2-TZVPD basis set, the OMol25 dataset).

Last column: Löwdin charge in e.
Atoms and positions in Å:
C -1.572 0.657 -0.068  -0.08
C -0.614 -0.137 0.788  -0.27
C -0.263 -1.514 0.153  -0.16
O 1.079 -1.393 0.664  -0.09
C 0.928 0.051 0.732  -0.33
C 1.494 0.690 -0.526  -0.05
H -1.681 1.698 0.241  0.08
H -2.554 0.173 -0.010  0.08
H -1.247 0.615 -1.111  0.07
H -0.918 -0.084 1.848  0.14
H -0.377 -1.447 -0.962  0.11
H -0.732 -2.488 0.225  0.11
H 1.409 0.479 1.629  0.14
H 2.581 0.558 -0.558  0.08
H 1.272 1.762 -0.576  0.09
H 1.070 0.200 -1.408  0.08

Properties
LUMO level in eV: 1.11
Maximum force in eV/Å: 1.51
E_tot in a.u.: -271.69567
HOMO-LUMO gap in eV: 10.60

=====

Entry 3:
# C5H10O

An isolated molecule of C5H10O (ωB97M-V with the def2-TZVPD basis set, the OMol25 dataset).

Last column: Löwdin charge in e.
Atoms and positions in Å:
C 0.440 -0.367 -1.396  -0.03
C -0.088 -0.255 0.027  -0.46
C -1.476 -0.815 0.292  -0.05
C 0.875 -0.192 1.187  -0.04
C 0.253 1.074 0.692  -0.32
O 1.051 1.980 0.000  -0.02
H -0.220 -0.967 -2.030  0.08
H 0.473 0.638 -1.874  0.07
H 1.461 -0.760 -1.449  0.09
H -1.881 -0.409 1.226  0.08
H -1.484 -1.909 0.383  0.08
H -2.165 -0.542 -0.517  0.08
H 0.535 -0.580 2.143  0.11
H 1.934 -0.327 0.985  0.11
H -0.540 1.542 1.275  0.14
H 0.832 1.889 -0.945  0.07

Properties
LUMO level in eV: 0.93
Maximum force in eV/Å: 0.70
E_tot in a.u.: -271.70634
HOMO-LUMO gap in eV: 10.63

=====

Entry 4:
# C5H10O

An isolated molecule of C5H10O (ωB97M-V with the def2-TZVPD basis set, the OMol25 dataset).

Last column: Löwdin charge in e.
Atoms and positions in Å:
C -0.139 -1.572 -1.771  -0.11
C -0.216 -0.179 -1.151  -0.25
C -0.160 1.647 1.006  -0.08
C -0.603 1.305 2.410  -0.12
C 1.062 0.095 -0.381  -0.19
O 0.843 0.807 0.840  -0.16
H -0.106 -2.330 -0.975  0.08
H 0.773 -1.681 -2.372  0.08
H -0.999 -1.785 -2.411  0.07
H -1.058 -0.111 -0.451  0.10
H -0.375 0.607 -1.895  0.11
H -0.799 2.149 3.072  0.06
H -1.566 0.805 2.187  0.08
H 0.051 0.545 2.863  0.07
H 1.847 0.542 -0.995  0.13
H 1.444 -0.844 0.024  0.12

Properties
LUMO level in eV: 1.04
Maximum force in eV/Å: 0.74
E_tot in a.u.: -271.62518
HOMO-LUMO gap in eV: 9.26

=====

Entry 5:
# C5H10O

A cluster of 2 separate species, C5H10O in total in a non-equilibrium geometry (ωB97M-V with the def2-TZVPD basis set, the OMol25 dataset).

Last column: Löwdin charge in e.
Atoms and positions in Å:
C 0.905 -0.478 1.525  -0.07
C 0.574 -0.573 0.005  -0.20
C -0.798 -0.980 -0.343  -0.26
C -1.593 0.271 -0.012  -0.08
C -0.596 0.224 -1.081  -0.14
H 0.681 -1.458 1.989  0.08
H 0.294 0.245 2.072  0.06
H 1.955 -0.263 1.767  0.07
H 1.387 -1.081 -0.531  0.12
H -1.155 -1.934 -0.663  0.13
H -2.640 0.266 -0.306  0.11
H -1.380 0.869 0.872  0.10
H -0.773 0.526 -2.129  0.15
O 1.022 1.869 -1.257  -0.10
H 1.058 1.096 -0.651  -0.02
H 1.383 1.513 -2.077  0.04

Properties
LUMO level in eV: 1.00
Maximum force in eV/Å: 1.73
E_tot in a.u.: -271.59301
HOMO-LUMO gap in eV: 9.91

=====

Entry 6:
# C5H10O

A cluster of 2 separate species, C5H10O in total in a non-equilibrium geometry (ωB97M-V with the def2-TZVPD basis set, the OMol25 dataset).

Last column: Löwdin charge in e.
Atoms and positions in Å:
C 3.952 -0.933 0.661  -0.04
C 5.187 -0.699 1.081  -0.23
C 5.761 0.757 1.045  -0.12
H 3.431 -1.827 0.531  0.03
H 3.457 -0.005 0.440  0.05
H 5.880 -1.588 1.136  0.10
H 5.204 1.363 1.872  0.10
H 6.814 0.928 1.015  0.04
H 5.410 1.202 0.074  0.07
C -4.795 1.320 -1.521  0.02
C -5.300 0.127 -1.142  -0.26
O -4.777 -0.716 -0.156  -0.05
H -5.237 1.800 -2.398  0.06
H -3.838 1.625 -1.148  0.05
H -6.207 -0.286 -1.460  0.08
H -5.527 -0.912 0.438  0.10

Properties
LUMO level in eV: 0.93
Maximum force in eV/Å: 3.18
E_tot in a.u.: -271.65170
HOMO-LUMO gap in eV: 10.38

=====

Entry 7:
# C5H10O

An isolated molecule of C5H10O in a non-equilibrium geometry (ωB97M-V with the def2-TZVPD basis set, the OMol25 dataset).

Last column: Löwdin charge in e.
Atoms and positions in Å:
C 2.218 0.698 -0.738  -0.12
C 0.836 0.902 -0.094  -0.19
C 0.181 -0.332 0.611  -0.24
O -0.626 0.158 1.671  -0.03
C -1.245 -0.822 0.869  -0.30
C -2.261 -0.700 -0.233  -0.05
H 2.952 0.298 -0.027  0.07
H 2.624 1.659 -1.088  0.07
H 2.188 0.029 -1.602  0.07
H 0.984 1.603 0.743  0.11
H 0.188 1.449 -0.790  0.10
H 0.910 -1.131 0.763  0.13
H -1.505 -1.660 1.546  0.14
H -2.040 0.166 -0.852  0.07
H -3.316 -0.716 0.062  0.07
H -2.089 -1.602 -0.842  0.09

Properties
LUMO level in eV: 1.12
Maximum force in eV/Å: 1.19
E_tot in a.u.: -271.67267
HOMO-LUMO gap in eV: 10.85

=====

Entry 8:
# C5H10O

A cluster of 2 separate species, C5H10O in total (ωB97M-V with the def2-TZVPD basis set, the OMol25 dataset).

Last column: Löwdin charge in e.
Atoms and positions in Å:
C 1.211 -1.131 -0.822  -0.02
C -0.087 -0.924 -0.612  -0.22
C -0.793 -1.108 0.702  -0.27
C -1.507 0.164 1.169  -0.12
H 1.665 -0.971 -1.797  0.06
H 1.870 -1.466 -0.022  0.07
H -0.711 -0.592 -1.445  0.11
H -0.073 -1.436 1.463  0.11
H -1.532 -1.913 0.599  0.11
H -2.107 -0.027 2.065  0.07
H -0.789 0.957 1.410  0.06
H -2.180 0.546 0.392  0.07
C 1.257 1.972 -0.773  -0.18
O 1.883 2.198 -1.776  -0.01
H 1.743 1.691 0.182  0.08
H 0.150 2.039 -0.736  0.07

Properties
LUMO level in eV: 0.89
Maximum force in eV/Å: 0.51
E_tot in a.u.: -271.69086
HOMO-LUMO gap in eV: 10.77